Computed, not measured: C15H14FNO4 in the gas phase, with ωB97M-V with the def2-TZVPD basis set.

Last columns: bonded neighbours and bond lengths (Å).
Atoms and positions in Å:
1 O -2.3272 -2.1450 2.2437  C2 1.209
2 C -1.8941 -2.0221 1.1212  O1 1.209, C3 1.530, N15 1.346
3 C -0.7728 -2.9101 0.5782  C2 1.530, O4 1.425, H22 1.097, H23 1.094
4 O -0.0444 -2.2203 -0.4340  C3 1.425, C5 1.343
5 C 1.2676 -2.4839 -0.5431  O4 1.343, O6 1.198, C7 1.515
6 O 1.8384 -3.3324 0.0811  C5 1.198
7 C 1.9170 -1.5169 -1.5123  C5 1.515, C8 1.509, H24 1.090, H25 1.089
8 C 2.4699 -0.3861 -0.6797  C7 1.509, C9 1.389, C14 1.391
9 C 3.8377 -0.2590 -0.4764  C8 1.389, C10 1.384, H26 1.079
10 C 4.3428 0.7604 0.3110  C9 1.384, C11 1.382, H27 1.078
11 C 3.4592 1.6430 0.9037  C10 1.382, F12 1.349, C13 1.383
12 F 3.9432 2.6401 1.6728  C11 1.349
13 C 2.0917 1.5321 0.7294  C11 1.383, C14 1.382, H28 1.078
14 C 1.6039 0.5127 -0.0666  C8 1.391, C13 1.382, H29 1.079
15 N -2.3630 -1.1392 0.2206  C2 1.346, C16 1.447, H30 1.008
16 C -3.3545 -0.1406 0.5566  N15 1.447, C17 1.493, H31 1.097, H32 1.096
17 C -2.9474 1.2097 0.0681  C16 1.493, C18 1.364, O21 1.352
18 C -3.6598 2.2053 -0.5323  C17 1.364, C19 1.417, H33 1.070
19 C -2.7435 3.2591 -0.7739  C18 1.417, C20 1.358, H34 1.070
20 C -1.5437 2.8228 -0.3100  C19 1.358, O21 1.345, H35 1.072
21 O -1.6557 1.5844 0.2022  C17 1.352, C20 1.345
22 H -1.2116 -3.8229 0.1574  C3 1.097
23 H -0.1029 -3.1971 1.3944  C3 1.094
24 H 1.1686 -1.1503 -2.2146  C7 1.090
25 H 2.7191 -2.0273 -2.0430  C7 1.089
26 H 4.5162 -0.9613 -0.9358  C9 1.079
27 H 5.4031 0.8720 0.4724  C10 1.078
28 H 1.4286 2.2274 1.2189  C13 1.078
29 H 0.5379 0.4137 -0.2041  C14 1.079
30 H -1.9175 -1.0828 -0.6822  N15 1.008
31 H -3.4492 -0.1597 1.6492  C16 1.097
32 H -4.3273 -0.3964 0.1210  C16 1.096
33 H -4.7038 2.1931 -0.7683  C18 1.070
34 H -2.9545 4.2032 -1.2316  C19 1.070
35 H -0.5719 3.2743 -0.2941  C20 1.072

As for the SMILES: O=C(COC(=O)Cc1ccc(F)cc1)NCc1ccco1. For the total energy, the calculation gives -28179.8450 eV. The value obtained for the largest force on an atom is 0.9 eV Å⁻¹. The multiplicity is 1. Its energy relative to the best compared isomer or geometry (same formula, charge and spin) is 23.3 kcal per mole. The value obtained for the highest occupied orbital energy is -8.93 eV. As for the gap between HOMO and LUMO: 9.52 eV.